Computed, not measured: a structure of composition C25H24MgN3O3, with ωB97M-V/def2-TZVPD.

Highest occupied orbital energy = -0.1621 Ha
Gap between HOMO and LUMO = 7.08 eV
Total charge = -1
Energy relative to the best compared isomer or geometry (same formula, charge and spin) = 0.777 eV

CARTESIAN COORDINATES (ANGSTROEM)
H (-4.92564, 2.47864, -1.93138)
N (0.64010, -0.86454, -2.03774)
C (3.85079, -4.07952, -0.09354)
Mg (0.34667, -0.72195, 0.26828)
H (-6.12248, 0.32780, -1.80451)
H (2.41126, 5.22729, 2.87511)
H (-4.95066, -1.68238, -0.91203)
H (2.54838, -1.36836, -2.76184)
H (1.35563, -2.65931, -2.86267)
C (2.19946, 4.29129, 2.37415)
H (-2.56918, 2.63090, -1.20292)
H (-0.93056, -2.18648, -2.41909)
H (-2.17010, -1.02036, 2.52452)
N (-0.60514, 0.32479, 2.08814)
N (-1.45658, 2.07867, 3.09315)
C (2.28105, -2.47627, -0.96617)
H (-3.26065, 1.17446, 3.81276)
C (-5.09116, 0.39066, -1.47983)
H (0.41433, 3.93119, 3.46553)
C (3.45086, -3.74058, 1.18736)
C (-1.79586, -0.02268, 2.63155)
C (1.64186, 1.85930, 1.02194)
H (-1.57575, 3.02417, 3.41420)
H (3.51835, 2.20977, 0.05187)
H (2.18261, -2.52259, 2.38249)
C (1.85539, -2.11704, 0.30756)
H (1.27785, 0.49606, -3.54273)
C (1.06561, 3.56834, 2.67773)
H (3.90410, -4.24374, 2.03521)
C (-2.39670, -1.90314, -0.07186)
C (2.82046, 2.61079, 0.77508)
C (1.71365, -1.84193, -2.22150)
C (-0.53247, -1.25055, -2.79931)
O (1.37537, 0.80813, 0.36863)
C (-0.40078, 1.59555, 2.37234)
H (3.56693, -3.69835, -2.18055)
H (4.61555, -4.82951, -0.25502)
C (-4.44493, -0.73117, -0.99160)
C (-2.44796, 0.55685, -0.68166)
C (3.08558, 3.78997, 1.42194)
O (-3.05923, -2.93026, 0.06707)
C (-2.34865, 1.05050, 3.26152)
H (1.94408, 0.74237, -1.89556)
C (0.76443, 2.37069, 2.03112)
H (0.27753, 1.17877, -2.23315)
C (-3.09544, 1.68485, -1.14844)
H (3.99564, 4.33349, 1.19736)
C (-4.41888, 1.60018, -1.55369)
H (-1.40750, 0.59009, -0.39002)
C (1.06205, 0.45626, -2.45883)
C (-3.11793, -0.65502, -0.59256)
H (-0.29624, -1.36938, -3.87168)
C (2.47454, -2.77349, 1.36895)
H (-1.31223, -0.49540, -2.70474)
C (3.26393, -3.44124, -1.16856)
O (-1.17135, -1.75658, 0.15763)

Let us look at the natural (NBO) charges, expressed in e, one per atom:
1. H 0.199
2. N -0.507
3. C -0.257
4. Mg 1.741
5. H 0.201
6. H 0.197
7. H 0.235
8. H 0.184
9. H 0.190
10. C -0.312
11. H 0.200
12. H 0.222
13. H 0.230
14. N -0.559
15. N -0.526
16. C 0.020
17. H 0.208
18. C -0.230
19. H 0.179
20. C -0.252
21. C -0.078
22. C 0.422
23. H 0.412
24. H 0.209
25. H 0.178
26. C -0.580
27. H 0.155
28. C -0.180
29. H 0.185
30. C 0.783
31. C -0.306
32. C -0.262
33. C -0.415
34. O -0.881
35. C 0.363
36. H 0.176
37. H 0.187
38. C -0.176
39. C -0.200
40. C -0.190
41. O -0.689
42. C -0.113
43. H 0.231
44. C -0.182
45. H 0.195
46. C -0.178
47. H 0.197
48. C -0.241
49. H 0.192
50. C -0.415
51. C -0.153
52. H 0.159
53. C -0.219
54. H 0.206
55. C -0.260
56. O -0.895


Computed, not measured: a structure of composition C25H24N7O4S2SbSe4Ti, with ωB97M-V/def2-TZVPD.

Highest occupied orbital energy = -0.0595 Ha
Gap between HOMO and LUMO = 4.90 eV
Total charge = -2
Energy relative to the best compared isomer or geometry (same formula, charge and spin) = 1.291 eV

CARTESIAN COORDINATES (ANGSTROEM)
C (2.83815, 5.00515, -2.95097)
C (-4.07083, -3.56999, 0.29526)
C (-2.57244, 1.94994, -0.94802)
H (3.62768, 3.12197, -3.61563)
H (2.43257, -2.78808, 5.09973)
S (0.86221, 5.52609, 0.55479)
Ti (-0.32200, -0.27490, -0.44650)
C (1.38590, -2.83811, 3.22426)
O (-1.28909, 1.40922, -4.02852)
C (1.72136, 4.96304, -0.85341)
C (0.72748, -0.19489, 3.71961)
C (0.32695, -0.78078, 2.51567)
Se (2.15236, -0.59787, -0.25182)
Se (5.54850, -3.46816, -1.75445)
N (-1.14477, 0.94098, 2.12520)
H (1.66114, -3.86207, 3.00142)
C (3.08627, 3.63601, -2.83117)
C (-2.23876, -2.75781, -1.00938)
C (-2.72700, 2.65146, 1.68513)
C (0.63426, -2.12483, 2.30411)
C (-3.25270, -3.67577, -0.82639)
N (0.36021, 3.60944, 2.41463)
Sb (4.43232, -3.67378, 0.37393)
H (1.42033, 0.29851, -4.30386)
H (-3.98292, 3.47913, -1.34225)
H (-4.12550, 4.13577, 1.10697)
H (-4.64093, -5.83135, -0.89524)
H (0.87244, -1.29267, -3.72029)
H (1.95734, 6.74543, -2.04183)
H (-2.50599, 1.66558, -1.98711)
H (2.82109, 1.85425, -1.63794)
C (-5.19902, -4.51053, 0.60733)
C (-1.86785, 1.58281, 1.24624)
C (1.95184, 3.58459, -0.72825)
H (0.47578, 0.83669, 3.91652)
O (0.17354, 1.06913, -2.06610)
C (-2.78206, -1.65452, 0.91944)
H (-2.55870, -0.84779, 1.60512)
H (3.18213, 5.54131, -3.82681)
N (-1.79543, 1.25171, -0.08385)
N (-5.32636, -5.59684, -0.20342)
H (0.09702, 2.62330, 2.49848)
O (-1.47680, -0.51237, -2.50570)
C (1.46374, -0.91956, 4.64336)
H (-0.41610, 4.20694, 2.65828)
Se (0.99468, -2.35726, -1.23335)
H (0.09435, -0.53167, -5.17022)
C (2.65038, 2.91896, -1.73266)
N (-1.99954, -1.75806, -0.15711)
C (0.56571, -0.36785, -4.20416)
S (-0.60703, 0.47018, -3.17653)
H (0.32076, -2.61105, 1.38936)
O (-5.96084, -4.32082, 1.53684)
H (-2.74809, 2.86103, 2.74706)
H (-4.43325, -2.41274, 2.06181)
C (0.89015, 3.87380, 1.17398)
N (1.45679, 2.99563, 0.42960)
Se (6.00258, -3.93025, 2.18038)
C (-3.40610, 2.96578, -0.58665)
C (1.81442, -2.24080, 4.40005)
N (-0.35488, -0.03748, 1.52367)
C (-3.82578, -2.53039, 1.17686)
C (2.15200, 5.68348, -1.95824)
H (1.78756, -0.43280, 5.55652)
C (-3.47696, 3.32844, 0.78554)
H (-6.03496, -6.26953, 0.02760)
H (-1.59087, -2.80147, -1.87233)
H (-3.36875, -4.44714, -1.57531)

Let us look at the natural (NBO) charges, expressed in e, one per atom:
1. C -0.238
2. C -0.116
3. C 0.087
4. H 0.208
5. H 0.205
6. S 0.274
7. Ti 1.231
8. C -0.190
9. O -0.969
10. C -0.248
11. C -0.255
12. C 0.242
13. Se -0.191
14. Se -0.846
15. N -0.447
16. H 0.213
17. C -0.220
18. C 0.094
19. C -0.270
20. C -0.262
21. C -0.244
22. N -0.817
23. Sb 0.700
24. H 0.248
25. H 0.206
26. H 0.195
27. H 0.394
28. H 0.279
29. H 0.202
30. H 0.216
31. H 0.257
32. C 0.655
33. C 0.323
34. C 0.204
35. H 0.214
36. O -0.972
37. C 0.063
38. H 0.243
39. H 0.198
40. N -0.652
41. N -0.817
42. H 0.427
43. O -0.995
44. C -0.217
45. H 0.375
46. Se -0.377
47. H 0.228
48. C -0.211
49. N -0.448
50. C -0.898
51. S 2.416
52. H 0.234
53. O -0.610
54. H 0.208
55. H 0.236
56. C 0.293
57. N -0.484
58. Se -0.860
59. C -0.364
60. C -0.243
61. N -0.570
62. C -0.163
63. C -0.220
64. H 0.193
65. C -0.188
66. H 0.400
67. H 0.241
68. H 0.201


Computed, not measured: a structure of composition C25H25AsCsN3O6S2, with ωB97M-V/def2-TZVPD.

Highest occupied orbital energy = -0.0152 Ha
Gap between HOMO and LUMO = 3.61 eV
Total charge = -2
Energy relative to the best compared isomer or geometry (same formula, charge and spin) = 3.178 eV

CARTESIAN COORDINATES (ANGSTROEM)
C (5.57728, 6.35832, 0.25137)
H (-3.54402, -1.72619, 1.50724)
N (4.75388, 7.24925, 0.80232)
C (0.45499, -4.00994, 0.69756)
C (-5.40701, 0.34887, -0.83963)
C (4.21606, 1.81550, 0.21969)
H (-8.68833, 1.22969, -0.79361)
H (6.45490, 4.39483, 0.25211)
H (-0.97491, -1.66025, 2.65429)
As (-4.05673, 0.14636, 0.55471)
C (3.17269, 1.28913, -0.52600)
H (3.34396, 0.92937, -1.53568)
C (4.18620, 5.59055, 2.44151)
O (-4.77702, 0.40255, 2.01613)
H (2.03165, -4.26543, -3.17317)
S (-3.72173, -0.41643, -2.97020)
C (-7.60051, 0.61485, -2.54436)
H (-0.71289, -3.45040, 4.33859)
C (-0.36796, -3.60606, 3.31602)
C (3.93772, 2.25677, 1.50681)
H (0.35913, -5.59795, 3.70561)
C (5.04656, 4.67212, 1.85201)
C (0.80030, -4.32234, -0.75030)
H (0.31377, -3.79318, -3.28202)
O (-4.02474, -0.53291, -4.39156)
C (0.64397, -5.01072, 1.65500)
C (-0.11365, -2.77393, 1.02406)
N (1.23678, -3.17094, -1.52334)
H (3.40962, 7.58900, 2.30881)
H (6.11597, 6.70084, -0.62616)
O (-2.77434, 0.64814, -2.66865)
C (-6.64067, 0.76954, -0.35208)
C (2.64797, 2.12427, 1.99824)
H (2.40858, 2.43381, 3.00643)
C (5.76527, 5.07509, 0.73179)
H (-6.71175, 0.96910, 0.71168)
C (-6.37190, 0.21079, -3.04371)
H (2.74177, -1.73667, -1.59832)
N (1.92866, 1.17994, -0.07534)
H (0.65311, 1.46560, 1.50131)
O (-2.63046, 0.92445, 0.38559)
H (1.56129, -5.13206, -0.79109)
S (5.21439, 3.02196, 2.50710)
C (-0.51456, -2.60446, 2.35231)
H (-0.10279, -4.70751, -1.23697)
C (4.07841, 6.85063, 1.87924)
C (2.48947, -2.64429, -1.04301)
H (-6.22589, -0.00489, -4.09350)
H (3.60970, 5.31679, 3.31431)
C (-7.73471, 0.90496, -1.19353)
H (3.32209, -3.36968, -1.15508)
H (1.57483, -2.56968, -3.48845)
O (-3.35864, -1.68512, -2.35161)
C (-5.27581, 0.08292, -2.20066)
C (1.67827, 1.58303, 1.16489)
H (-8.45284, 0.70525, -3.20901)
C (1.29579, -3.46920, -2.93382)
O (-3.77233, -1.63396, 0.56724)
H (1.10657, -5.96089, 1.37648)
H (2.38658, -2.38401, 0.01039)
C (0.22659, -4.81234, 2.96677)
H (5.21771, 1.87533, -0.18410)
Cs (-1.40629, -0.67817, -1.00264)

Let us look at the Mulliken charges, expressed in e, one per atom:
1. C -0.334
2. H 0.276
3. N -0.605
4. C 0.044
5. C -0.403
6. C -0.289
7. H 0.351
8. H 0.350
9. H 0.403
10. As 0.726
11. C -0.533
12. H 0.387
13. C -0.223
14. O -0.827
15. H 0.342
16. S 1.351
17. C -0.399
18. H 0.310
19. C -0.472
20. C 0.355
21. H 0.328
22. C 0.327
23. C -1.080
24. H 0.291
25. O -0.829
26. C -0.717
27. C 0.338
28. N 0.549
29. H 0.347
30. H 0.342
31. O -0.756
32. C -0.358
33. C -0.369
34. H 0.418
35. C -0.193
36. H 0.492
37. C -0.533
38. H 0.192
39. N -0.248
40. H 0.402
41. O -0.818
42. H 0.213
43. S -0.167
44. C -0.593
45. H 0.364
46. C -0.316
47. C -0.992
48. H 0.482
49. H 0.354
50. C -0.511
51. H 0.295
52. H 0.300
53. O -0.834
54. C 0.318
55. C -0.369
56. H 0.349
57. C -1.136
58. O -0.566
59. H 0.239
60. H 0.312
61. C -0.485
62. H 0.375
63. Cs 1.434


Computed, not measured: a structure of composition C25H25BiN6S6, with ωB97M-V/def2-TZVPD.

Highest occupied orbital energy = -0.2578 Ha
Gap between HOMO and LUMO = 6.51 eV
Total charge = 0
Energy relative to the best compared isomer or geometry (same formula, charge and spin) = 0.000 eV

CARTESIAN COORDINATES (ANGSTROEM)
H (1.69696, -5.06395, -4.21831)
C (3.94216, 0.70804, 4.66142)
S (-1.22830, 2.84169, -8.13143)
C (-1.34610, 3.10056, 2.10115)
H (3.45395, 1.49218, 6.60567)
S (0.37128, 2.39590, -5.66840)
C (1.91496, -2.19246, -0.59543)
H (0.66825, 3.89439, 2.71617)
C (-3.02771, 1.76920, 0.65230)
C (-1.67727, 2.29875, 1.03742)
C (2.06680, 0.10980, 3.27687)
N (0.80331, -1.65446, -2.67234)
H (-2.99787, 0.70736, 0.35910)
H (1.01542, 1.31590, 6.27510)
H (2.08454, 3.24472, -0.43791)
H (-0.80310, 0.79091, 4.72882)
C (0.52575, 2.64578, 0.92611)
N (2.26809, -0.70916, 1.07020)
N (1.71546, -1.02577, -0.14185)
H (2.36873, -4.51450, -1.87976)
C (1.70148, 1.00472, 5.49590)
H (-4.29410, -1.53836, -2.46314)
C (0.46238, -1.94077, -3.92503)
N (-0.54245, 2.03913, 0.29331)
C (-1.59355, 1.65498, -4.08272)
H (-4.37504, -1.27495, -0.71382)
H (2.60884, 2.91750, 1.21814)
C (-0.62717, -0.05344, 2.88589)
N (-0.15913, 0.40510, 4.06090)
H (-2.79958, -2.41232, 0.98234)
C (-0.27060, 1.86280, -4.12735)
H (4.10036, -0.08825, 2.66944)
H (-2.03625, 3.49732, 2.83457)
N (0.08955, -0.47599, 1.89917)
C (1.81871, -3.80342, -2.48401)
S (-2.43820, -2.53780, -1.39540)
H (2.43733, -2.94110, 0.00152)
C (1.44844, -4.10271, -3.78634)
H (-1.70893, -0.07612, 2.79978)
H (-3.71288, 1.84688, 1.49845)
H (-3.46386, 2.31427, -0.18796)
H (-4.82780, -2.86180, -1.39728)
H (0.47120, -3.34329, -5.55085)
H (-0.07917, -1.16622, -4.46125)
C (1.93647, 2.58989, 0.42368)
C (0.06018, 3.31471, 2.03459)
C (3.06543, 1.10333, 5.67382)
C (1.47774, -0.38125, 2.01836)
S (-2.45845, 1.95849, -5.57459)
C (-4.15701, -2.00878, -1.49125)
H (2.24668, 1.58110, 0.13109)
C (-2.42008, -3.16863, 0.29358)
H (-3.01502, -4.07694, 0.37909)
H (5.01096, 0.79122, 4.80783)
C (0.76550, -3.15445, -4.52706)
C (3.44273, 0.21398, 3.47437)
S (-2.53340, 1.10959, -2.70657)
C (1.20889, 0.50869, 4.29217)
C (-1.11912, 2.47024, -6.53992)
C (1.48283, -2.56311, -1.96451)
H (-1.38506, -3.38489, 0.55465)
Bi (-0.53291, 0.34167, -1.17640)
S (0.89881, 1.67414, -2.83213)

Let us look at the natural (NBO) charges, expressed in e, one per atom:
1. H 0.224
2. C -0.227
3. S -0.066
4. C -0.326
5. H 0.220
6. S 0.474
7. C 0.041
8. H 0.214
9. C -0.638
10. C 0.094
11. C -0.154
12. N -0.470
13. H 0.188
14. H 0.215
15. H 0.228
16. H 0.417
17. C 0.127
18. N -0.341
19. N -0.248
20. H 0.222
21. C -0.265
22. H 0.249
23. C 0.064
24. N -0.728
25. C -0.414
26. H 0.212
27. H 0.223
28. C 0.358
29. N -0.567
30. H 0.210
31. C -0.422
32. H 0.241
33. H 0.209
34. N -0.556
35. C -0.245
36. S 0.222
37. H 0.183
38. C -0.157
39. H 0.197
40. H 0.223
41. H 0.238
42. H 0.218
43. H 0.231
44. H 0.213
45. C -0.650
46. C -0.334
47. C -0.171
48. C 0.402
49. S 0.474
50. C -0.744
51. H 0.216
52. C -0.744
53. H 0.218
54. H 0.221
55. C -0.241
56. C -0.139
57. S -0.303
58. C 0.251
59. C -0.574
60. C 0.223
61. H 0.233
62. Bi 1.574
63. S -0.240